{
  "formula": "C29H78BN14O22",
  "method": "ωB97M-V/def2-TZVPD",
  "fmax_ev_per_a": 8.53,
  "total_energy_ev": -97929.2709,
  "gap_ev": 9.232,
  "lumo_ha": 0.053,
  "total_charge": -1,
  "species": ["O", "C", "O", "B", "O", "C", "O", "O", "C", "O", "C", "O", "O", "O", "H", "H", "C", "O", "N", "N", "H", "H", "H", "H", "C", "O", "N", "N", "H", "H", "H", "H", "C", "O", "N", "N", "H", "H", "H", "H", "C", "O", "N", "N", "H", "H", "H", "H", "C", "O", "N", "N", "H", "H", "H", "H", "C", "O", "N", "N", "H", "H", "H", "H", "C", "O", "N", "N", "H", "H", "H", "H", "C", "C", "C", "O", "H", "H", "H", "H", "H", "H", "H", "H", "C", "C", "C", "O", "H", "H", "H", "H", "H", "H", "H", "H", "C", "C", "C", "O", "H", "H", "H", "H", "H", "H", "H", "H", "C", "C", "C", "O", "H", "H", "H", "H", "H", "H", "H", "H", "C", "C", "C", "O", "H", "H", "H", "H", "H", "H", "H", "H", "C", "C", "C", "O", "H", "H", "H", "H", "H", "H", "H", "H"],
  "xyz": [[1.12, 1.94, -1.07], [0.75, 1.05, -0.28], [-0.24, 0.21, -0.54], [-0.29, -0.74, 0.56], [0.64, -0.20, 1.56], [1.36, 0.78, 1.08], [2.31, 1.35, 1.60], [0.16, -2.08, 0.07], [-0.77, -3.00, 0.40], [-0.66, -4.23, 0.23], [-2.00, -2.22, 0.85], [-1.67, -0.94, 0.98], [-3.07, -2.71, 1.07], [2.88, -4.08, -4.62], [3.43, -3.91, -3.86], [2.67, -5.01, -4.55], [-6.67, -0.27, 6.97], [-7.02, -0.50, 8.12], [-7.32, 0.58, 6.20], [-5.76, -0.89, 6.32], [-6.97, 0.76, 5.26], [-8.12, 1.07, 6.57], [-5.67, -0.65, 5.34], [-5.66, -1.85, 6.62], [-1.82, 3.37, 7.23], [-1.84, 4.50, 6.74], [-1.97, 3.08, 8.51], [-1.63, 2.35, 6.46], [-2.30, 3.94, 8.91], [-2.22, 2.13, 8.75], [-1.73, 1.41, 6.81], [-1.21, 2.46, 5.55], [3.98, -10.64, -0.36], [4.22, -10.90, 0.76], [4.74, -11.12, -1.31], [3.14, -9.74, -0.78], [4.50, -10.88, -2.26], [5.49, -11.75, -1.06], [2.50, -9.33, -0.12], [2.90, -9.66, -1.76], [3.83, 0.69, -7.42], [4.06, 1.60, -8.22], [3.89, -0.55, -7.72], [3.38, 0.86, -6.17], [3.92, -1.17, -6.92], [4.16, -0.82, -8.65], [2.93, 0.02, -5.83], [3.12, 1.79, -5.87], [3.77, -4.43, 5.20], [3.90, -4.73, 4.01], [3.51, -3.27, 5.72], [3.82, -5.35, 6.07], [3.26, -2.58, 5.02], [3.40, -3.15, 6.72], [3.80, -4.99, 7.02], [4.08, -6.27, 5.75], [8.21, 4.68, -0.66], [9.31, 5.08, -1.10], [8.03, 4.05, 0.48], [7.18, 5.16, -1.23], [8.83, 3.63, 0.94], [7.12, 3.77, 0.83], [7.45, 5.89, -1.86], [6.22, 4.90, -1.02], [-2.18, -1.71, -6.64], [-3.21, -1.08, -6.65], [-1.39, -1.89, -5.60], [-1.85, -2.36, -7.66], [-0.55, -2.44, -5.68], [-1.55, -1.35, -4.76], [-1.00, -2.89, -7.82], [-2.55, -2.46, -8.38], [4.92, 4.64, 9.00], [5.49, 5.95, 8.62], [5.02, 6.36, 7.19], [5.14, 7.00, 9.46], [4.55, 4.15, 8.10], [4.09, 4.81, 9.69], [5.60, 4.04, 9.61], [6.58, 5.90, 8.66], [3.94, 6.34, 7.02], [5.49, 5.84, 6.36], [5.27, 7.41, 7.04], [4.22, 7.18, 9.23], [-5.30, -9.39, -1.71], [-4.35, -9.33, -3.01], [-4.54, -8.03, -3.64], [-3.09, -9.46, -2.51], [-5.00, -10.17, -1.01], [-6.32, -9.50, -2.09], [-5.28, -8.50, -1.08], [-4.69, -10.17, -3.62], [-3.88, -7.90, -4.50], [-4.34, -7.21, -2.94], [-5.59, -7.83, -3.82], [-2.92, -8.61, -2.11], [-0.03, 9.48, -3.64], [-0.96, 10.58, -4.10], [-0.32, 11.92, -4.44], [-1.72, 10.19, -5.23], [0.77, 9.48, -4.38], [-0.49, 8.49, -3.63], [0.38, 9.83, -2.69], [-1.75, 10.75, -3.37], [0.43, 11.83, -5.23], [0.25, 12.27, -3.59], [-0.99, 12.70, -4.80], [-2.14, 11.00, -5.53], [-4.29, 7.15, 1.19], [-5.12, 5.89, 1.36], [-4.47, 4.79, 0.52], [-5.12, 5.58, 2.72], [-4.27, 7.38, 0.13], [-3.28, 6.80, 1.38], [-4.63, 7.95, 1.85], [-6.17, 6.02, 1.10], [-3.44, 4.61, 0.79], [-4.50, 4.85, -0.57], [-5.07, 3.90, 0.72], [-4.23, 5.33, 2.98], [8.43, -3.66, -0.29], [7.70, -2.37, -0.73], [8.17, -1.80, -2.09], [6.32, -2.58, -0.98], [8.42, -4.41, -1.08], [8.05, -4.03, 0.67], [9.47, -3.36, -0.16], [7.75, -1.59, 0.04], [7.67, -0.84, -2.24], [8.10, -2.57, -2.86], [9.19, -1.48, -1.87], [5.99, -3.04, -0.21], [-10.72, -3.67, -4.28], [-9.80, -2.47, -4.46], [-9.02, -2.12, -3.12], [-8.92, -2.75, -5.56], [-10.11, -4.57, -4.40], [-11.58, -3.65, -4.96], [-11.01, -3.78, -3.24], [-10.29, -1.53, -4.72], [-9.75, -1.52, -2.58], [-8.07, -1.60, -3.26], [-8.79, -2.96, -2.47], [-8.12, -2.23, -5.46]]
}

***

{
  "formula": "C29H78Cl10N2O11",
  "method": "ωB97M-V/def2-TZVPD",
  "fmax_ev_per_a": 3.50,
  "total_energy_ev": -182055.9183,
  "gap_ev": 8.685,
  "lumo_ha": 0.004,
  "species": ["Cl", "C", "C", "Cl", "H", "H", "H", "H", "Cl", "C", "C", "Cl", "H", "H", "H", "H", "Cl", "C", "C", "Cl", "H", "H", "H", "H", "Cl", "C", "C", "Cl", "H", "H", "H", "H", "Cl", "C", "C", "Cl", "H", "H", "H", "H", "C", "O", "H", "H", "H", "H", "C", "O", "H", "H", "H", "H", "C", "O", "H", "H", "H", "H", "C", "O", "H", "H", "H", "H", "C", "O", "H", "H", "H", "H", "C", "O", "H", "H", "H", "H", "C", "O", "H", "H", "H", "H", "C", "O", "C", "C", "N", "C", "C", "O", "C", "H", "H", "H", "H", "H", "H", "H", "H", "H", "H", "H", "H", "H", "H", "H", "C", "O", "C", "C", "N", "C", "C", "O", "C", "H", "H", "H", "H", "H", "H", "H", "H", "H", "H", "H", "H", "H", "H", "H"],
  "xyz": [[-5.27, -3.19, 5.29], [-4.46, -2.24, 6.61], [-4.31, -3.03, 7.97], [-2.95, -4.14, 7.82], [-5.06, -1.33, 6.70], [-3.54, -1.93, 6.12], [-5.28, -3.45, 8.20], [-4.09, -2.33, 8.78], [-4.16, -0.73, -6.02], [-5.90, -1.02, -5.74], [-6.10, -1.41, -4.29], [-5.06, -2.89, -4.16], [-6.14, -1.72, -6.54], [-6.46, -0.13, -6.04], [-7.15, -1.67, -4.13], [-5.71, -0.73, -3.53], [13.61, -1.31, 3.61], [12.61, -1.23, 2.16], [12.43, 0.27, 1.79], [11.19, 0.48, 0.54], [11.70, -1.76, 2.45], [13.13, -1.76, 1.36], [13.27, 0.75, 1.30], [12.16, 0.87, 2.66], [8.21, -4.85, 0.18], [7.57, -5.42, 1.72], [6.15, -5.94, 1.45], [6.17, -7.50, 0.46], [7.69, -4.73, 2.56], [8.21, -6.26, 1.99], [5.66, -5.14, 0.90], [5.55, -6.21, 2.32], [4.52, -1.50, -9.63], [3.65, -1.67, -8.12], [2.33, -0.96, -8.11], [2.45, 0.67, -7.87], [4.30, -1.37, -7.30], [3.53, -2.75, -8.06], [1.65, -1.34, -7.35], [1.85, -1.17, -9.07], [2.33, -2.16, 4.99], [2.18, -0.80, 4.87], [2.94, -2.29, 5.88], [1.42, -2.71, 5.20], [2.86, -2.55, 4.12], [2.15, -0.41, 5.75], [0.74, 4.81, 5.46], [1.93, 5.54, 5.54], [0.90, 3.94, 4.82], [0.52, 4.48, 6.47], [-0.15, 5.32, 5.08], [1.70, 6.41, 5.87], [2.58, -6.12, -3.80], [2.14, -4.83, -4.19], [1.88, -6.51, -3.06], [2.58, -6.75, -4.69], [3.61, -6.12, -3.45], [2.05, -4.19, -3.48], [5.91, 6.23, -3.32], [6.16, 6.81, -2.07], [6.25, 5.20, -3.21], [4.88, 6.26, -3.68], [6.60, 6.65, -4.05], [5.74, 6.36, -1.33], [9.30, -4.57, -8.74], [9.80, -5.91, -8.90], [9.18, -4.14, -9.73], [8.32, -4.57, -8.28], [9.91, -3.94, -8.08], [9.34, -6.33, -9.63], [-4.28, 4.83, 7.68], [-4.81, 4.12, 6.60], [-3.63, 5.61, 7.28], [-5.01, 5.20, 8.41], [-3.69, 4.11, 8.24], [-5.54, 4.63, 6.25], [-2.22, 6.17, -2.12], [-3.51, 6.28, -2.64], [-2.01, 5.18, -1.73], [-1.54, 6.29, -2.96], [-1.87, 7.02, -1.52], [-3.49, 5.60, -3.32], [-9.60, 4.24, 4.59], [-8.58, 3.97, 3.61], [-8.95, 4.21, 2.26], [-10.03, 3.18, 1.84], [-9.48, 1.84, 1.77], [-10.44, 0.75, 1.66], [-9.82, -0.60, 1.33], [-10.88, -1.48, 0.87], [-10.42, -2.83, 0.73], [-9.24, 3.97, 5.58], [-10.57, 3.83, 4.34], [-9.81, 5.31, 4.65], [-8.05, 4.18, 1.65], [-9.26, 5.25, 2.30], [-10.41, 3.40, 0.84], [-11.01, 3.21, 2.32], [-8.72, 1.72, 2.41], [-11.16, 0.82, 0.85], [-11.03, 0.63, 2.56], [-9.36, -1.04, 2.22], [-9.02, -0.50, 0.60], [-10.35, -3.23, 1.74], [-9.49, -2.97, 0.18], [-11.27, -3.29, 0.23], [-1.50, 0.76, 0.76], [-1.27, -0.15, -0.28], [-0.02, -0.79, -0.25], [0.97, -0.04, -1.10], [2.28, -0.58, -0.94], [3.27, 0.26, -1.71], [4.57, -0.38, -2.06], [5.19, 0.43, -3.09], [6.31, -0.15, -3.65], [-2.19, 1.57, 0.51], [-0.63, 1.39, 0.95], [-1.88, 0.30, 1.67], [-0.09, -1.77, -0.72], [0.22, -0.94, 0.80], [0.99, 1.02, -0.83], [0.63, -0.15, -2.12], [2.47, -0.72, 0.04], [3.50, 1.19, -1.19], [2.80, 0.60, -2.64], [4.32, -1.42, -2.29], [5.19, -0.41, -1.16], [7.21, 0.19, -3.12], [6.36, 0.08, -4.71], [6.16, -1.22, -3.54]]
}

***

{
  "formula": "C29H79N5O34S8",
  "method": "ωB97M-V/def2-TZVPD",
  "fmax_ev_per_a": 2.39,
  "total_energy_ev": -195082.5085,
  "relative_energy_kcal_mol": 55.4,
  "gap_ev": 10.256,
  "lumo_ha": -0.015,
  "species": ["C", "N", "O", "O", "H", "H", "H", "C", "N", "O", "O", "H", "H", "H", "C", "N", "O", "O", "H", "H", "H", "C", "N", "O", "O", "H", "H", "H", "C", "N", "O", "O", "H", "H", "H", "O", "S", "O", "O", "C", "C", "C", "H", "H", "H", "H", "H", "H", "H", "H", "O", "S", "O", "O", "C", "C", "C", "H", "H", "H", "H", "H", "H", "H", "H", "O", "S", "O", "O", "C", "C", "C", "H", "H", "H", "H", "H", "H", "H", "H", "O", "S", "O", "O", "C", "C", "C", "H", "H", "H", "H", "H", "H", "H", "H", "O", "S", "O", "O", "C", "C", "C", "H", "H", "H", "H", "H", "H", "H", "H", "O", "S", "O", "O", "C", "C", "C", "H", "H", "H", "H", "H", "H", "H", "H", "O", "S", "O", "O", "C", "C", "C", "H", "H", "H", "H", "H", "H", "H", "H", "O", "S", "O", "O", "C", "C", "C", "H", "H", "H", "H", "H", "H", "H", "H"],
  "xyz": [[3.21, 0.94, -1.15], [4.30, 0.29, -1.94], [5.17, -0.31, -1.33], [4.26, 0.39, -3.15], [3.70, 1.38, -0.28], [2.55, 0.11, -0.92], [2.65, 1.56, -1.84], [1.01, -7.09, 0.42], [0.51, -5.75, 0.80], [-0.64, -5.40, 0.65], [1.30, -5.00, 1.34], [0.18, -7.77, 0.60], [1.90, -7.28, 1.01], [1.21, -7.08, -0.65], [-4.82, 0.41, 0.20], [-5.32, -0.68, -0.65], [-4.58, -1.11, -1.52], [-6.42, -1.13, -0.44], [-4.30, 1.08, -0.49], [-3.91, 0.22, 0.78], [-5.66, 0.84, 0.73], [0.65, 1.72, 5.78], [1.47, 0.52, 6.20], [2.63, 0.69, 6.46], [0.91, -0.56, 6.14], [-0.26, 1.66, 6.37], [0.40, 1.57, 4.74], [1.26, 2.60, 5.95], [-2.20, 2.27, -6.69], [-1.95, 1.25, -5.63], [-2.71, 0.28, -5.58], [-1.12, 1.43, -4.75], [-1.34, 2.93, -6.72], [-3.15, 2.73, -6.43], [-2.40, 1.57, -7.50], [-7.61, 5.96, -3.07], [-6.58, 6.07, -4.05], [-5.57, 7.09, -3.90], [-5.87, 4.65, -4.21], [-4.46, 4.54, -3.89], [-4.08, 3.14, -3.59], [-7.37, 6.19, -5.69], [-4.27, 5.21, -3.05], [-3.85, 4.89, -4.73], [-4.57, 2.72, -2.71], [-3.02, 3.01, -3.33], [-4.27, 2.43, -4.39], [-6.57, 6.01, -6.41], [-7.75, 7.20, -5.77], [-8.12, 5.40, -5.68], [-3.75, -5.51, 4.36], [-3.57, -4.21, 3.72], [-4.02, -3.94, 2.38], [-4.22, -3.13, 4.72], [-4.12, -1.77, 4.36], [-5.50, -1.14, 4.36], [-1.83, -3.78, 3.85], [-3.60, -1.49, 3.44], [-3.60, -1.22, 5.15], [-6.29, -1.60, 3.76], [-5.49, -0.08, 4.11], [-5.93, -1.15, 5.37], [-1.64, -2.80, 3.40], [-1.30, -4.47, 3.19], [-1.45, -3.85, 4.86], [0.57, 0.32, 2.88], [0.16, -0.37, 1.70], [-1.18, -0.92, 1.58], [0.31, 0.61, 0.43], [-0.80, 0.88, -0.42], [-0.31, 1.80, -1.49], [1.39, -1.65, 1.33], [-1.62, 1.38, 0.10], [-1.16, -0.05, -0.88], [-1.10, 2.34, -2.02], [0.26, 1.22, -2.22], [0.39, 2.60, -1.23], [2.22, -1.21, 0.79], [0.91, -2.33, 0.64], [1.58, -2.11, 2.30], [4.05, -4.54, 6.26], [2.87, -4.61, 5.41], [1.61, -4.28, 5.99], [3.14, -3.75, 4.04], [4.48, -3.25, 3.81], [4.61, -1.83, 4.32], [2.77, -6.30, 4.67], [4.64, -3.17, 2.74], [5.15, -3.91, 4.35], [4.35, -1.71, 5.37], [4.03, -1.14, 3.71], [5.65, -1.51, 4.29], [1.82, -6.53, 4.21], [3.02, -6.89, 5.55], [3.61, -6.32, 3.98], [1.59, 4.38, 3.94], [1.76, 4.90, 2.62], [1.19, 6.17, 2.28], [3.36, 4.89, 2.25], [4.18, 5.97, 2.75], [3.96, 7.25, 1.97], [1.32, 3.68, 1.36], [5.22, 5.66, 2.69], [3.98, 6.08, 3.82], [4.92, 7.78, 1.94], [3.22, 7.93, 2.37], [3.68, 7.01, 0.95], [1.69, 2.71, 1.67], [1.75, 4.05, 0.43], [0.24, 3.66, 1.50], [7.87, -3.52, -2.14], [6.97, -4.43, -2.80], [7.43, -5.75, -3.17], [5.65, -4.70, -1.91], [5.11, -3.66, -1.07], [3.64, -4.02, -0.88], [6.22, -3.63, -4.24], [5.21, -2.68, -1.54], [5.71, -3.65, -0.16], [3.10, -3.98, -1.82], [3.13, -3.37, -0.18], [3.56, -5.02, -0.45], [6.12, -2.56, -4.05], [5.25, -4.09, -4.39], [6.98, -3.83, -5.00], [1.27, -2.01, -1.82], [0.59, -2.83, -2.78], [1.29, -3.12, -3.98], [0.38, -4.25, -2.02], [-0.12, -5.41, -2.72], [0.98, -6.08, -3.54], [-1.15, -2.34, -3.02], [-1.06, -5.14, -3.19], [-0.45, -6.10, -1.94], [1.20, -5.48, -4.42], [0.60, -7.02, -3.95], [1.85, -6.23, -2.90], [-1.67, -2.58, -2.10], [-1.58, -2.98, -3.79], [-1.18, -1.27, -3.22], [0.04, 5.74, -1.13], [-1.01, 5.53, -2.08], [-0.87, 4.70, -3.25], [-2.31, 4.94, -1.26], [-2.41, 5.27, 0.12], [-3.00, 4.17, 0.95], [-1.66, 7.15, -2.56], [-2.97, 6.22, 0.19], [-1.50, 5.63, 0.62], [-2.92, 4.45, 2.01], [-2.54, 3.18, 0.89], [-4.09, 4.15, 0.83], [-1.60, 7.78, -1.68], [-2.69, 6.93, -2.83], [-1.05, 7.38, -3.43]]
}